Here is a molecular structure, C34H39ClN4O2P2Pd from the Open Molecules 2025 dataset. Energies are from ωB97M-V with the def2-TZVPD basis set.

Values from the calculation:
HOMO energy (spin up / spin down) = -12.6009 / -12.5668 eV
E = -2958.31792 Ha
Frontier orbital gap (spin up / spin down) = 0.248 / 0.118 Eh
Energy above the lowest of the compared OMol25 structures with the same formula, charge and spin = 1.805 eV
Lowest unoccupied orbital energy (spin up / spin down) = -0.21540 / -0.34402 hartree

The geometry in ORCA input format:
```
! wB97M-V def2-TZVPD RIJCOSX def2/J DEFGRID3
* xyz 2 5
C 3.89410 0.96846 -7.55999
H 0.97313 -3.40074 -3.39564
C -5.44750 -1.37560 -8.71367
C 1.23268 4.64235 -1.97470
C 3.69503 -0.17031 -5.59980
H 4.26956 1.56508 -8.37464
Cl -1.85454 0.09246 5.28206
C 2.65445 0.32570 -7.52264
H 0.79990 4.53164 0.12092
C -0.40167 2.33552 -3.08587
H 1.27063 1.77030 -1.82335
C -4.66921 -0.41993 -8.04779
C -1.11406 2.59289 -1.79636
P 1.23218 -1.69405 -5.81290
C -0.51887 3.09869 -0.72188
H 2.91206 4.75056 -3.37285
H -3.95690 -3.05588 -6.24730
C -1.56882 -0.49262 3.72058
C -4.35513 -2.38713 -6.98828
H -1.87809 -3.38720 1.93860
C -1.25556 -1.49183 1.09379
H -0.21815 -3.32417 -2.05340
N 1.90671 -2.71221 -7.24468
C -1.34088 -1.58527 -6.71548
H 1.63064 -1.55648 -9.05524
C 2.47462 -3.61909 -9.25196
C -2.80516 3.23745 -7.45104
C 4.55130 0.66313 -6.32841
H 1.70958 5.56839 -1.57565
C 2.16530 4.06022 -2.99736
H -0.07835 0.15320 -6.29796
H 0.29186 5.00215 -2.43624
Pd -0.86481 -2.16659 -4.30272
P -2.60217 -0.55377 -5.88079
C -1.80073 -1.85299 3.44979
H -1.68423 -1.92763 -7.69744
N -2.43978 1.05776 -6.89606
C 2.48913 -3.95546 -7.01022
H -5.68502 -3.57492 -8.28760
H 0.90585 -1.82328 -2.49549
H -3.23546 4.23677 -7.48560
H 5.52349 1.01271 -6.01708
H -1.27123 -2.53151 -6.10478
O -1.82770 -3.14462 -0.42748
H -0.99481 3.00392 0.25631
H 0.27633 -0.67094 -7.80766
C 2.81939 -4.54509 -8.22669
N 2.51883 -0.36490 -6.31904
H -1.34664 3.20034 -9.16260
O -0.76130 -1.31482 -1.23575
C 1.95829 -2.48963 -8.61996
C 1.06500 1.85185 -2.91140
H 3.80685 -0.62275 -4.62416
H -2.10415 -2.52036 4.25552
C -0.89180 -0.17537 1.39586
H 2.82763 2.38314 -4.13813
H 2.60968 -4.30822 -5.99455
C -1.27769 -2.02552 -0.32765
H -6.06192 -1.20112 -9.57543
N -3.97915 -1.03842 -6.99468
C 0.33003 -2.72640 -2.80636
H 3.24539 -5.53009 -8.36972
H -4.56572 0.62839 -8.23999
H -0.42698 3.28186 -3.64882
C -3.10394 2.23771 -6.52389
C -1.87204 2.67674 -8.37177
C -1.73986 1.33859 -8.06242
C -1.65508 -2.33585 2.14339
C 0.81041 3.79822 -0.70984
C -0.03199 -0.82148 -6.77827
H 1.58110 3.06597 -0.45522
H -0.45800 0.45488 0.61517
H 2.56489 -3.75563 -10.32092
H -3.72957 2.27417 -5.63420
H -2.19750 2.38492 -1.82864
H 1.17450 0.81983 -3.30282
H -0.93724 1.57890 -3.68709
H 1.87281 0.34959 -8.26447
H -1.18768 0.56119 -8.57938
C -5.24546 -2.62761 -8.03128
C -1.09137 0.34676 2.68974
H -0.87896 1.39466 2.92081
C 2.11223 2.80406 -3.43113
*
```

Atom-resolved charges from Löwdin, all expressed in e: atom 1 (C): 0.0296, atom 2 (H): -0.0111, atom 3 (C): 0.0496, atom 4 (C): -0.1680, atom 5 (C): -0.0154, atom 6 (H): 0.1262, atom 7 (Cl): 0.7471, atom 8 (C): -0.0266, atom 9 (H): 0.1201, atom 10 (C): -0.1938, atom 11 (H): 0.1011, atom 12 (C): 0.0384, atom 13 (C): -0.1235, atom 14 (P): 1.1653, atom 15 (C): -0.1293, atom 16 (H): 0.1040, atom 17 (H): 0.1348, atom 18 (C): -0.6889, atom 19 (C): -0.0224, atom 20 (H): 0.1288, atom 21 (C): -0.1282, atom 22 (H): 0.0221, atom 23 (N): -0.2396, atom 24 (C): -0.4677, atom 25 (H): 0.0821, atom 26 (C): -0.0557, atom 27 (C): -0.0634, atom 28 (C): 0.0242, atom 29 (H): 0.1186, atom 30 (C): -0.1062, atom 31 (H): 0.0703, atom 32 (H): 0.1222, atom 33 (Pd): 0.3845, atom 34 (P): 1.1375, atom 35 (C): -0.0736, atom 36 (H): 0.1082, atom 37 (N): -0.2487, atom 38 (C): -0.1383, atom 39 (H): 0.1265, atom 40 (H): 0.0234, atom 41 (H): 0.1132, atom 42 (H): 0.1280, atom 43 (H): 0.0246, atom 44 (O): 0.0618, atom 45 (H): 0.1038, atom 46 (H): 0.0371, atom 47 (C): -0.0656, atom 48 (N): -0.1675, atom 49 (H): 0.1097, atom 50 (O): 0.1483, atom 51 (C): -0.1526, atom 52 (C): -0.1922, atom 53 (H): 0.1392, atom 54 (H): 0.1150, atom 55 (C): -0.0187, atom 56 (H): 0.0760, atom 57 (H): 0.1037, atom 58 (C): -0.5230, atom 59 (H): 0.1275, atom 60 (N): -0.2042, atom 61 (C): -0.1963, atom 62 (H): 0.1090, atom 63 (H): 0.1290, atom 64 (H): 0.1138, atom 65 (C): -0.1505, atom 66 (C): -0.0686, atom 67 (C): -0.1748, atom 68 (C): 0.0023, atom 69 (C): -0.1805, atom 70 (C): -0.4747, atom 71 (H): 0.1103, atom 72 (H): 0.0991, atom 73 (H): 0.1092, atom 74 (H): 0.1118, atom 75 (H): 0.1107, atom 76 (H): 0.0812, atom 77 (H): 0.0783, atom 78 (H): 0.1135, atom 79 (H): 0.0981, atom 80 (C): 0.0321, atom 81 (C): -0.0728, atom 82 (H): 0.1095, atom 83 (C): -0.1174